Entry 1:
The following is a quantum chemistry calculation of C45H56N8O4RbSb2 as an isolated structure at a distorted geometry, from OMol25.

HOMO-LUMO gap   6.061 eV
Strongest force on any atom   4.38 eV/Å
Charge   -1

```
116
Properties=species:S:1:pos:R:3:forces:R:3:lowdin_charge:R:1
Rb -19.746 9.123 -12.915 0.0 0.1 -0.2 0.633
C -21.113 12.035 -10.074 0.4 -0.3 1.2 -0.061
C -20.883 13.160 -11.019 0.2 2.2 -0.1 -0.333
C -21.318 14.534 -10.799 0.0 -2.5 0.8 -0.030
C -21.079 15.486 -11.758 1.6 -0.9 -0.3 -0.095
C -20.243 15.119 -12.813 0.2 -1.1 -1.3 -0.122
C -19.866 13.767 -13.010 -0.8 -0.7 0.5 -0.377
N -20.153 12.842 -12.082 -0.4 0.0 -0.6 0.051
Sb -18.984 13.027 -15.021 2.1 2.7 -0.4 1.405
C -17.084 12.105 -14.088 -2.7 1.2 -1.1 -0.439
C -15.924 12.716 -14.485 1.4 -0.1 -0.4 -0.138
C -14.727 12.104 -14.093 -0.5 0.4 0.5 -0.076
C -14.795 11.078 -13.149 -0.5 -0.4 0.5 -0.045
C -16.048 10.651 -12.645 0.3 0.7 -1.5 -0.317
C -16.208 9.618 -11.558 0.6 0.1 -0.4 -0.037
N -17.176 11.129 -13.228 0.7 -1.6 1.8 0.039
C -18.841 11.625 -16.749 -0.9 0.2 -0.4 -0.426
C -18.912 12.119 -18.087 0.4 -0.1 1.0 -0.117
C -18.835 11.264 -19.170 0.0 -1.2 0.8 -0.086
C -18.586 9.917 -18.903 0.4 -0.1 1.2 -0.031
C -18.549 9.519 -17.539 -0.2 -0.5 -1.4 -0.351
C -18.404 8.073 -17.188 -0.1 0.1 -0.1 -0.036
N -18.713 10.335 -16.507 0.0 0.0 0.0 0.072
H -21.680 12.350 -9.168 0.5 -0.2 -0.5 0.081
H -21.632 11.190 -10.542 0.1 0.4 -0.1 0.036
H -20.102 11.636 -9.780 -1.0 0.4 -0.1 0.076
H -21.746 14.726 -9.809 -0.3 0.2 -0.6 0.100
H -21.392 16.499 -11.709 -0.3 0.7 0.4 0.089
H -19.896 15.832 -13.548 -0.3 0.1 -0.1 0.078
H -15.983 13.609 -15.123 0.2 -0.5 0.2 0.082
H -13.762 12.478 -14.427 -0.1 -0.1 0.0 0.099
H -13.885 10.602 -12.785 -0.1 0.1 0.0 0.101
H -15.397 9.737 -10.812 -0.4 -0.4 -0.4 0.089
H -17.159 9.761 -11.074 -0.4 0.2 0.3 0.033
H -16.253 8.607 -11.996 0.4 0.2 0.3 0.083
H -18.893 13.162 -18.297 -0.6 0.8 0.2 0.075
H -19.066 11.570 -20.173 0.4 0.4 -0.3 0.096
H -18.301 9.179 -19.664 -0.6 0.3 0.2 0.109
H -18.692 7.466 -18.043 -0.1 -0.3 0.1 0.075
H -17.352 7.893 -16.987 0.2 -0.3 0.3 0.074
H -19.027 7.847 -16.308 0.3 -0.1 -0.3 0.075
C -19.392 5.935 -6.591 0.2 0.9 0.7 -0.055
C -19.747 6.892 -7.709 -0.9 0.0 0.5 -0.280
C -20.910 6.710 -8.474 0.3 -0.1 -0.5 -0.018
C -21.170 7.637 -9.501 0.0 -0.4 0.3 -0.125
N -20.369 8.666 -9.783 0.1 -0.2 -0.1 0.026
C -19.297 8.869 -8.998 -1.0 0.0 -0.3 -0.148
C -19.006 8.052 -7.923 0.2 0.4 -0.4 -0.040
H -19.486 6.460 -5.566 0.5 -0.8 -1.6 0.111
H -18.375 5.516 -6.770 -0.7 0.4 0.5 0.087
H -20.110 5.130 -6.598 -0.1 -0.4 0.1 0.057
H -21.590 5.832 -8.338 0.7 0.9 0.0 0.124
H -22.065 7.515 -10.125 0.4 0.2 0.2 0.122
H -18.717 9.763 -9.242 0.0 -0.3 0.2 0.098
H -18.230 8.407 -7.264 0.3 -0.5 0.2 0.109
N -22.214 10.404 -12.755 -1.1 0.8 -1.5 0.023
C -22.609 10.913 -13.739 0.6 -0.8 1.5 -0.368
N -23.017 11.488 -14.853 -1.2 -1.0 0.7 0.074
C -22.199 12.331 -15.316 3.4 2.4 -1.3 -0.384
N -21.358 13.078 -15.732 -2.0 -1.5 0.8 -0.009
O -21.446 5.405 -14.840 -0.1 0.9 -0.4 -0.042
C -21.618 6.587 -15.218 -0.3 0.5 0.0 -0.639
O -21.273 7.670 -14.668 0.4 -0.7 -0.2 -0.204
C -22.501 6.830 -16.498 0.4 -0.9 0.7 -0.082
C -22.348 7.895 -17.394 -0.3 -0.3 0.6 -0.001
C -23.311 8.120 -18.380 -0.3 -1.2 -0.1 -0.061
C -24.325 7.191 -18.613 0.5 -0.3 1.2 -0.002
C -24.391 6.095 -17.709 -0.7 0.4 -1.6 -0.162
C -23.540 5.900 -16.662 0.2 0.3 0.3 0.046
N -25.408 5.082 -18.017 -1.6 -1.2 -0.6 -0.291
O -25.647 4.139 -17.199 0.6 2.6 -2.5 0.032
O -25.984 5.244 -19.137 0.9 -1.2 2.9 0.007
H -21.501 8.569 -17.295 -0.2 0.0 0.2 0.109
H -23.270 8.970 -19.020 0.3 0.6 -0.3 0.093
H -25.049 7.293 -19.416 0.2 0.0 0.3 0.108
H -23.712 5.061 -15.975 0.4 0.5 -0.4 0.134
C -16.147 2.246 -11.017 -0.6 -1.6 0.1 -0.156
C -17.066 3.413 -11.310 0.8 -0.4 -2.3 -0.694
C -16.450 4.718 -10.820 -0.3 0.3 0.0 -0.151
C -18.517 3.210 -10.924 -1.0 0.3 0.5 -0.135
Sb -17.092 3.682 -13.639 -1.5 2.9 -0.7 1.536
C -15.110 4.135 -14.719 -1.0 -1.0 0.4 -0.712
C -14.443 5.287 -13.957 0.0 -0.8 0.0 -0.129
C -15.520 4.569 -16.127 1.3 -1.4 -0.5 -0.145
C -14.307 2.839 -14.787 -0.2 0.3 -0.8 -0.151
C -18.660 2.667 -15.117 0.1 1.0 1.1 -0.649
C -18.068 1.375 -15.591 0.5 0.0 -0.2 -0.160
C -19.920 2.481 -14.209 0.0 1.3 -0.6 -0.132
C -18.929 3.744 -16.192 -0.1 -1.1 0.5 -0.121
H -16.498 1.706 -10.115 0.4 0.2 0.0 0.075
H -15.132 2.572 -10.894 0.5 0.2 0.3 0.055
H -16.080 1.482 -11.814 -0.4 0.3 0.4 0.060
H -16.898 4.934 -9.855 -0.1 0.3 0.4 0.066
H -16.613 5.601 -11.486 0.0 -0.7 0.5 0.055
H -15.384 4.574 -10.634 0.0 0.2 -0.2 0.062
H -18.556 2.751 -9.900 0.0 0.5 -0.5 0.086
H -19.099 2.527 -11.566 0.5 0.2 0.2 0.045
H -19.104 4.177 -10.924 0.7 -0.9 0.1 0.099
H -14.974 6.213 -14.116 -0.5 0.2 0.2 0.064
H -13.456 5.468 -14.370 0.5 -0.1 -0.1 0.073
H -14.331 5.085 -12.880 -0.1 0.1 -0.4 0.066
H -16.157 5.416 -16.123 -0.8 0.7 0.0 0.045
H -15.956 3.720 -16.734 0.4 1.0 0.8 0.080
H -14.578 4.867 -16.649 -0.5 -0.1 0.1 0.094
H -14.195 2.419 -13.808 0.1 -0.6 0.4 0.051
H -13.318 2.993 -15.195 0.7 0.3 -0.1 0.064
H -14.769 2.139 -15.512 0.0 0.1 0.8 0.071
H -18.042 0.771 -14.690 0.6 -0.6 -0.1 0.063
H -17.060 1.486 -16.085 -1.0 -0.2 0.7 0.076
H -18.732 0.880 -16.289 -0.3 -0.2 -0.4 0.070
H -19.704 1.869 -13.330 -0.1 -0.2 -0.3 0.041
H -20.730 2.035 -14.820 0.3 0.0 0.3 0.090
H -20.332 3.488 -13.869 0.6 -1.2 -0.5 0.081
H -18.063 3.921 -16.805 0.4 0.3 -0.1 0.038
H -19.300 4.642 -15.709 0.0 0.2 -0.2 0.047
H -19.691 3.372 -16.901 -0.1 0.0 0.4 0.097
```
Forces are in eV/Å.

---

Entry 2:
The following is a quantum chemistry calculation of C45H57FeN8O3S2Sb as an isolated structure, from OMol25.

2S+1   6
HOMO-LUMO gap (alpha / beta)   7.069 / 6.215 eV
Expectation value of S²   8.76
Strongest force on any atom   0.64 eV/Å
Charge   +1

```
117
Properties=species:S:1:pos:R:3:forces:R:3:nbo_charge:R:1
Fe 0.557 0.321 0.556 0.0 -0.6 -0.3 1.541
O 0.637 2.435 4.069 0.1 0.1 0.0 -0.609
C 0.885 1.772 3.076 0.1 0.0 0.1 0.640
N 0.065 1.546 2.026 -0.1 0.1 -0.2 -0.775
C -1.227 2.197 2.097 0.0 0.1 0.1 -0.280
C -2.328 1.239 1.762 0.0 0.0 0.0 0.244
C -3.585 1.327 2.350 0.0 0.1 -0.1 -0.238
C -4.587 0.475 1.926 0.0 0.0 0.0 -0.140
C -4.306 -0.431 0.911 0.0 0.0 0.0 -0.250
C -3.024 -0.463 0.398 0.0 -0.1 0.0 0.053
N -2.042 0.333 0.827 0.1 0.0 -0.1 -0.495
C 2.167 0.988 2.987 0.1 0.1 -0.1 0.125
C 3.146 1.108 3.955 0.0 0.0 0.0 -0.190
C 4.272 0.311 3.851 0.0 0.0 0.0 -0.140
C 4.367 -0.585 2.798 0.0 0.0 0.0 -0.183
C 3.345 -0.637 1.868 0.0 0.0 0.0 0.032
N 2.267 0.144 1.957 0.1 0.1 -0.1 -0.543
H -1.271 3.025 1.378 -0.1 0.0 0.0 0.217
H -1.381 2.640 3.083 0.1 -0.1 0.0 0.252
H -3.763 2.066 3.119 0.0 0.0 0.0 0.235
H -5.572 0.519 2.370 0.0 0.0 0.0 0.230
H -5.060 -1.103 0.528 0.0 0.0 0.0 0.229
H -2.774 -1.151 -0.401 0.0 -0.1 0.0 0.194
H 2.997 1.824 4.749 0.0 0.0 0.0 0.261
H 5.064 0.382 4.584 0.0 0.0 0.0 0.232
H 5.228 -1.229 2.682 0.0 0.0 0.0 0.228
H 3.383 -1.319 1.030 0.0 0.0 -0.1 0.213
C -1.715 -4.410 5.791 0.0 0.0 0.0 -0.609
C -1.820 -4.664 4.288 0.0 0.0 0.0 -0.097
C -3.304 -4.754 3.904 0.0 0.0 0.0 -0.594
C -1.119 -5.990 3.960 0.0 0.0 0.0 -0.594
C -1.175 -3.549 3.477 0.0 0.0 0.0 0.089
C -0.587 -2.428 4.043 0.0 0.0 0.0 -0.200
C -0.044 -1.450 3.227 0.0 0.0 0.0 0.069
N -0.044 -1.516 1.899 0.0 0.0 0.1 -0.534
C -0.602 -2.595 1.338 0.0 0.0 0.0 0.247
C -1.168 -3.612 2.085 0.0 0.0 0.0 -0.251
C -0.616 -2.592 -0.145 0.0 0.0 0.0 0.166
C -1.111 -3.651 -0.888 0.0 0.0 0.0 -0.211
C -1.178 -3.579 -2.276 0.0 0.0 0.0 0.191
C -0.704 -2.408 -2.855 0.0 0.0 0.0 -0.288
C -0.191 -1.407 -2.049 0.0 0.0 0.0 0.066
N -0.149 -1.476 -0.720 -0.2 0.1 0.0 -0.530
C -1.768 -4.733 -3.076 0.0 0.0 0.0 -0.130
C -1.002 -6.023 -2.753 0.0 0.0 0.0 -0.596
C -1.692 -4.481 -4.582 0.0 0.0 0.0 -0.609
C -3.242 -4.892 -2.673 0.0 0.0 0.0 -0.595
H -2.174 -5.239 6.329 0.0 0.0 0.0 0.226
H -2.235 -3.497 6.084 0.0 0.0 0.0 0.214
H -0.677 -4.340 6.119 0.0 0.0 0.0 0.215
H -3.791 -5.529 4.497 0.0 0.0 0.0 0.223
H -3.437 -5.007 2.852 0.0 0.0 0.0 0.203
H -3.814 -3.809 4.095 0.0 0.0 0.0 0.216
H -1.571 -6.797 4.537 0.0 0.0 0.0 0.223
H -0.058 -5.945 4.212 0.0 0.0 0.0 0.218
H -1.207 -6.247 2.904 0.0 0.0 0.0 0.203
H -0.546 -2.287 5.112 0.0 0.0 0.0 0.233
H 0.401 -0.575 3.673 0.0 0.1 0.0 0.213
H -1.624 -4.454 1.589 0.0 0.0 0.0 0.219
H -1.453 -4.542 -0.384 0.0 0.0 0.0 0.216
H -0.709 -2.262 -3.924 0.0 0.0 0.0 0.239
H 0.228 -0.515 -2.484 0.0 0.1 0.0 0.229
H 0.046 -5.939 -3.044 0.0 0.0 0.0 0.217
H -1.441 -6.856 -3.303 0.0 0.0 0.0 0.224
H -1.041 -6.270 -1.693 0.0 0.0 0.0 0.205
H -0.666 -4.314 -4.914 0.0 0.0 0.0 0.214
H -2.300 -3.627 -4.882 0.0 0.0 0.0 0.213
H -2.069 -5.356 -5.112 0.0 0.0 0.0 0.228
H -3.346 -5.147 -1.617 0.0 0.0 0.0 0.205
H -3.699 -5.691 -3.257 0.0 0.0 0.0 0.225
H -3.800 -3.973 -2.860 0.0 0.0 0.0 0.213
C -0.404 4.947 -0.111 0.1 0.0 0.0 -0.634
C 0.067 4.263 -1.388 -0.1 -0.1 0.1 -0.751
Sb -0.405 2.186 -1.449 -0.1 0.1 0.0 1.250
C 0.158 1.768 -3.489 0.1 0.1 0.1 -0.755
C 0.293 3.001 -4.378 0.0 0.0 0.0 -0.622
C -2.545 2.394 -1.649 0.1 -0.1 0.0 -0.764
C -3.025 3.449 -2.639 -0.1 0.0 0.0 -0.621
H -0.174 6.013 -0.148 0.0 0.0 0.0 0.225
H 0.098 4.537 0.768 0.0 0.0 0.0 0.233
H -1.484 4.854 0.024 0.0 0.0 0.0 0.196
H 1.143 4.346 -1.504 0.1 0.0 0.0 0.247
H -0.400 4.698 -2.272 0.0 0.0 0.0 0.221
H -0.585 1.069 -3.877 0.0 0.0 0.0 0.216
H 1.115 1.244 -3.437 0.0 -0.1 0.0 0.226
H -0.629 3.578 -4.431 0.0 0.0 0.0 0.207
H 0.553 2.704 -5.396 0.0 0.0 0.0 0.221
H 1.080 3.664 -4.017 0.0 0.0 0.0 0.218
H -2.917 2.605 -0.644 0.0 0.0 0.0 0.219
H -2.928 1.408 -1.919 0.0 0.0 0.0 0.219
H -2.621 4.436 -2.416 0.0 0.0 0.0 0.208
H -4.113 3.532 -2.606 0.0 0.0 0.0 0.221
H -2.752 3.195 -3.663 0.0 0.0 0.0 0.205
N 3.967 7.485 -3.690 -0.1 0.0 -0.1 -0.787
C 3.875 6.518 -2.717 0.0 0.0 0.0 0.197
C 3.438 6.839 -1.429 0.0 0.0 0.0 -0.278
C 3.297 5.856 -0.468 0.0 0.0 0.0 -0.162
C 3.592 4.536 -0.778 -0.1 0.0 0.0 -0.340
C 4.044 4.204 -2.050 0.0 0.0 0.0 -0.185
C 4.179 5.182 -3.013 0.0 0.0 0.0 -0.265
S 3.357 3.294 0.446 0.0 0.0 0.1 2.322
O 4.644 2.737 0.791 0.0 0.0 0.0 -0.954
O 2.554 3.871 1.489 0.0 0.0 0.0 -0.953
N 2.446 2.154 -0.270 -0.1 0.1 0.1 -0.950
C 2.995 1.058 -0.774 0.1 -0.1 0.0 0.295
S 4.676 0.727 -1.134 -0.1 -0.2 0.0 0.428
C 4.230 -0.866 -1.655 0.0 0.0 -0.1 -0.452
C 2.911 -1.067 -1.497 -0.1 0.0 -0.2 -0.067
N 2.195 0.015 -1.017 0.0 0.1 0.6 -0.682
H 3.990 8.446 -3.395 0.0 0.0 0.0 0.390
H 4.520 7.281 -4.505 0.0 0.0 0.0 0.389
H 3.206 7.869 -1.186 0.0 0.0 0.0 0.217
H 2.943 6.101 0.523 0.0 0.0 0.0 0.247
H 4.288 3.178 -2.294 0.0 0.0 0.0 0.223
H 4.528 4.920 -4.005 0.0 0.0 0.0 0.214
H 4.962 -1.558 -2.035 0.0 0.0 0.0 0.249
H 2.387 -1.974 -1.755 0.0 -0.1 0.1 0.215
```
Forces are in eV/Å.